[1]
A cluster of 2 separate species, C3H11N3O in total in a non-equilibrium geometry. Source: the OMol25 dataset; level of theory: ωB97M-V/def2-TZVPD.

Output
net charge = 0
2S+1 = 1
energy relative to the best compared isomer or geometry (same formula, charge and spin) = 138.82 kJ/mol
SMILES = [H]/N=C(\N)NCC.O
energy = -9806.5624 eV

```
18
Properties=species:S:1:pos:R:3:nbo_charge:R:1
H 0.228 -2.952 0.355 0.32
N -0.214 -2.272 -0.267 -0.76
C -0.392 -1.171 0.388 0.58
N 0.168 -0.877 1.601 -0.82
N -1.277 -0.199 -0.168 -0.69
C -1.128 0.041 -1.594 -0.22
C -0.733 1.454 -1.976 -0.61
H 0.238 0.088 1.854 0.40
H 0.959 -1.459 1.834 0.39
H -2.182 -0.436 0.201 0.39
H -2.213 -0.064 -1.866 0.19
H -0.416 -0.595 -2.106 0.22
H -1.412 2.260 -1.681 0.20
H -0.756 1.448 -3.064 0.21
H 0.219 1.812 -1.533 0.20
O 3.021 0.612 2.688 -0.95
H 3.120 1.147 1.903 0.48
H 2.770 1.164 3.430 0.48
```


[2]
An isolated molecule of C4H7N3O2 in a non-equilibrium geometry. Source: the OMol25 dataset; level of theory: ωB97M-V/def2-TZVPD.

Output
net charge = 0
2S+1 = 1
energy relative to the best compared isomer or geometry (same formula, charge and spin) = 283.60 kJ/mol
SMILES = [H]/N=C\NN/C=C\C(=O)O
energy = -12824.5906 eV

```
16
Properties=species:S:1:pos:R:3:nbo_charge:R:1
H -1.654 -2.488 -0.030 0.32
N -2.446 -1.961 0.292 -0.71
C -2.069 -0.766 0.304 0.30
N -1.048 -0.246 -0.414 -0.49
N -0.667 1.011 -0.476 -0.38
C 0.556 1.507 -0.117 0.09
C 1.664 0.778 0.129 -0.46
C 1.841 -0.615 -0.201 0.76
O 1.162 -1.270 -0.983 -0.65
O 2.863 -1.157 0.442 -0.67
H -2.593 0.115 0.782 0.14
H -0.326 -0.998 -0.743 0.41
H -1.291 1.610 -0.900 0.38
H 0.453 2.506 0.224 0.21
H 2.604 1.161 0.621 0.24
H 2.650 -2.117 0.504 0.50
```


[3]
A cluster of 2 separate species, C4H4O2 in total in a non-equilibrium geometry. Source: the OMol25 dataset; level of theory: ωB97M-V/def2-TZVPD.

Output
net charge = 0
2S+1 = 1
energy relative to the best compared isomer or geometry (same formula, charge and spin) = 383.32 kJ/mol
energy = -8303.1044 eV

```
10
Properties=species:S:1:pos:R:3:nbo_charge:R:1
C 0.559 0.107 -0.914 -0.32
C -0.681 0.460 -0.492 -0.36
C -0.750 -0.016 2.408 0.28
C -1.387 -0.458 0.348 0.62
O 0.071 0.510 3.202 -0.52
O -2.093 -1.400 0.315 -0.46
H 1.247 0.615 -1.489 0.21
H 0.801 -0.919 -0.863 0.19
H -1.273 1.323 -0.889 0.26
H -1.476 -0.567 2.923 0.09
```


[4]
A structure of composition C3H9NO3 in a non-equilibrium geometry. Source: the OMol25 dataset; level of theory: ωB97M-V/def2-TZVPD.

Output
net charge = 0
2S+1 = 1
energy relative to the best compared isomer or geometry (same formula, charge and spin) = 219.76 kJ/mol
energy = -10888.3038 eV

```
16
Properties=species:S:1:pos:R:3:nbo_charge:R:1
H -0.502 1.079 -0.180 0.48
O -0.987 1.930 0.509 -1.04
N -0.149 -0.127 -0.544 -0.60
H -1.830 2.198 0.139 0.48
H -0.945 -0.760 -0.512 0.39
C 0.843 -0.654 0.471 -0.34
H 1.596 0.092 0.731 0.23
C -0.048 -0.810 1.824 0.78
O -0.230 -1.876 2.342 -0.58
O -0.207 0.361 2.399 -0.75
H -0.691 1.189 1.682 0.53
H 1.156 -1.674 0.111 0.21
C 0.398 -0.245 -1.982 -0.43
H 0.463 -1.323 -2.126 0.20
H -0.262 0.259 -2.688 0.21
H 1.394 0.359 -2.176 0.22
```


[5]
A cluster of 2 separate species, C4H11NO2 in total in a non-equilibrium geometry. Source: the OMol25 dataset; level of theory: ωB97M-V/def2-TZVPD.

Output
net charge = 0
2S+1 = 1
energy relative to the best compared isomer or geometry (same formula, charge and spin) = 40.72 kJ/mol
SMILES = CCNC(C)=O.O
energy = -9911.8199 eV

```
18
Properties=species:S:1:pos:R:3:nbo_charge:R:1
C -1.703 -0.608 0.445 -0.65
C -1.245 -0.168 -0.935 -0.23
N -0.072 0.684 -0.852 -0.61
C 1.180 0.283 -0.594 0.69
C 1.502 -1.213 -0.696 -0.72
O 2.046 1.047 -0.158 -0.66
H -2.465 -1.388 0.492 0.22
H -1.973 0.217 1.115 0.23
H -0.945 -1.006 1.142 0.22
H -0.993 -1.020 -1.570 0.20
H -2.095 0.307 -1.419 0.21
H -0.211 1.683 -0.781 0.41
H 1.356 -1.571 -1.718 0.22
H 2.558 -1.333 -0.489 0.25
H 0.824 -1.705 -0.005 0.23
O 0.412 1.794 2.073 -0.98
H 0.875 2.402 2.655 0.47
H 0.949 1.594 1.296 0.49
```


[6]
An isolated molecule of C4H6INSe in a non-equilibrium geometry. Source: the OMol25 dataset; level of theory: ωB97M-V/def2-TZVPD.

Output
net charge = 0
2S+1 = 1
energy relative to the best compared isomer or geometry (same formula, charge and spin) = 82.07 kJ/mol
energy = -79177.8093 eV

```
13
Properties=species:S:1:pos:R:3:nbo_charge:R:1
C -0.632 0.549 1.608 0.23
C 1.188 1.109 -1.278 -0.79
C 0.406 -1.463 -0.153 -0.78
C -1.565 -0.339 1.313 -0.53
N 0.401 1.101 1.539 -0.50
Se 1.664 -0.205 0.068 0.82
I -3.160 0.162 0.048 0.14
H 0.103 0.820 -1.506 0.24
H 1.061 1.968 -0.784 0.23
H 1.892 1.265 -2.128 0.24
H 0.583 -2.407 0.462 0.24
H -0.143 -1.513 -1.168 0.24
H -1.798 -1.049 1.977 0.21
```


[7]
A cluster of 2 separate species, C6H7IO6 in total in a non-equilibrium geometry. Source: the OMol25 dataset; level of theory: ωB97M-V/def2-TZVPD.

Output
net charge = 0
2S+1 = 1
energy relative to the best compared isomer or geometry (same formula, charge and spin) = 0.00 kJ/mol
SMILES = Oc1coc(O)c1O.O=C(I)CO
energy = -26718.8203 eV

```
20
Properties=species:S:1:pos:R:3:nbo_charge:R:1
O 0.531 0.731 2.114 -0.68
C -0.333 0.745 1.061 0.21
C -0.348 1.477 -0.133 -0.07
O -1.533 1.201 -0.729 -0.42
C -2.180 0.260 -0.011 0.53
O -3.337 -0.086 -0.575 -0.66
C -1.469 -0.141 1.078 0.06
O -1.617 -1.040 2.104 -0.69
H 0.129 0.064 2.784 0.51
H 0.075 2.433 -0.291 0.21
H -3.379 0.329 -1.444 0.50
H -2.550 -1.296 2.251 0.51
O 0.427 -1.519 -1.574 -0.49
C 1.380 -0.826 -1.682 0.51
I 1.650 0.138 -3.627 -0.06
C 2.484 -0.540 -0.778 -0.22
O 2.408 -1.054 0.538 -0.69
H 3.406 -0.851 -1.282 0.23
H 2.523 0.551 -0.830 0.21
H 1.735 -0.578 1.027 0.49
```


[8]
A cluster of 10 separate species, C55H96N6O20P in total in a non-equilibrium geometry. Source: the OMol25 dataset; level of theory: ωB97M-V/def2-TZVPD.

Output
net charge = +1
2S+1 = 1
energy = -117766.1850 eV

```
178
Properties=species:S:1:pos:R:3:lowdin_charge:R:1
C 0.763 -3.150 2.128 -0.09
C 1.487 -4.275 1.373 -0.20
C 2.641 -3.829 0.444 -0.15
C 2.703 -2.365 0.026 -0.28
C 3.998 -2.038 -0.757 -0.01
N 1.522 -1.938 -0.749 0.09
C 0.748 -2.570 -1.638 -0.20
C 0.773 -4.015 -2.015 -0.12
C -0.525 -4.338 -2.679 -0.19
C -1.542 -4.671 -1.614 -0.17
C -1.429 -3.803 -0.363 -0.20
C -2.121 -2.463 -0.362 -0.18
C -2.018 -1.806 1.010 -0.21
C -2.878 -0.585 1.246 -0.15
C -2.424 0.655 0.474 -0.23
O -3.342 1.036 -0.534 -0.15
C -2.958 2.249 -1.162 -0.18
N -0.133 -1.702 -2.222 0.18
C 0.073 -0.546 -1.619 -0.38
N -0.634 0.589 -1.917 -0.07
P -1.675 0.674 -3.293 0.75
N -3.012 -0.087 -3.436 -0.21
N 1.065 -0.594 -0.682 0.09
C 1.562 0.477 0.167 -0.06
C 2.428 1.551 -0.485 -0.34
O 3.778 1.210 -0.140 -0.05
C 2.102 2.966 -0.010 -0.22
N 1.933 3.156 1.425 0.03
H 1.402 -2.719 2.912 0.09
H -0.121 -3.554 2.644 0.08
H 0.395 -2.348 1.471 0.03
H 0.768 -4.912 0.831 0.08
H 1.927 -4.929 2.138 0.10
H 2.699 -4.462 -0.450 0.11
H 3.604 -3.969 0.959 0.12
H 2.669 -1.778 0.950 0.13
H 3.779 -1.697 -1.776 0.09
H 4.636 -2.927 -0.828 0.09
H 4.568 -1.245 -0.265 0.07
H 1.633 -4.216 -2.675 0.15
H 0.894 -4.638 -1.119 0.09
H -0.375 -5.204 -3.337 0.12
H -0.849 -3.510 -3.324 0.11
H -1.422 -5.710 -1.298 0.09
H -2.544 -4.562 -2.055 0.12
H -1.821 -4.392 0.480 0.12
H -0.359 -3.622 -0.109 0.06
H -1.624 -1.833 -1.112 0.07
H -3.178 -2.577 -0.644 0.13
H -2.271 -2.567 1.764 0.10
H -0.957 -1.510 1.199 0.09
H -3.936 -0.793 1.036 0.12
H -2.833 -0.352 2.319 0.12
H -2.288 1.507 1.159 0.12
H -1.441 0.475 0.002 0.07
H -3.219 2.206 -2.220 0.00
H -1.877 2.417 -1.078 0.07
H -3.477 3.093 -0.690 0.09
H -0.502 1.419 -1.355 0.08
H -1.705 2.068 -3.280 0.01
H -0.702 0.404 -4.256 0.01
H -3.308 -0.723 -2.706 0.00
H 0.661 0.918 0.617 0.13
H 2.116 0.008 0.982 0.13
H 2.279 1.508 -1.576 0.15
H 4.377 1.494 -0.841 0.11
H 1.213 3.347 -0.529 0.13
H 2.940 3.595 -0.343 0.12
H 2.523 2.537 1.975 0.07
H 0.984 3.018 1.753 0.07
O -2.418 4.168 1.426 0.09
C -3.254 5.019 1.576 -0.49
O -3.084 6.263 1.101 0.04
C -4.172 7.115 1.500 -0.14
C -5.329 6.163 1.794 -0.14
C -4.589 4.921 2.289 -0.07
H -3.856 7.666 2.389 0.13
H -4.371 7.817 0.698 0.09
H -6.045 6.574 2.502 0.12
H -5.858 5.935 0.868 0.11
H -4.392 4.952 3.362 0.13
H -5.068 3.974 2.053 0.12
O 8.070 1.331 2.548 0.12
C 7.291 2.243 2.569 -0.48
O 7.689 3.517 2.781 0.02
C 6.557 4.401 2.852 -0.14
C 5.439 3.674 2.107 -0.15
C 5.785 2.210 2.386 -0.08
H 6.316 4.562 3.904 0.13
H 6.849 5.349 2.408 0.13
H 4.446 3.982 2.427 0.10
H 5.525 3.875 1.037 0.12
H 5.342 1.847 3.316 0.13
H 5.526 1.535 1.577 0.10
O -2.084 4.139 -2.837 0.06
C -3.215 4.508 -3.059 -0.47
O -3.494 5.790 -3.319 0.05
C -4.919 5.980 -3.465 -0.14
C -5.469 4.601 -3.825 -0.12
C -4.490 3.683 -3.090 -0.09
H -5.304 6.347 -2.513 0.12
H -5.070 6.740 -4.226 0.13
H -6.513 4.474 -3.537 0.12
H -5.390 4.438 -4.900 0.12
H -4.790 3.492 -2.058 0.12
H -4.313 2.726 -3.581 0.12
O -0.132 -7.216 -0.062 0.10
C -0.623 -8.289 0.176 -0.47
O -1.606 -8.417 1.087 0.03
C -1.961 -9.803 1.264 -0.14
C -1.508 -10.493 -0.020 -0.14
C -0.296 -9.647 -0.412 -0.07
H -1.433 -10.174 2.144 0.13
H -3.031 -9.848 1.447 0.13
H -1.296 -11.549 0.121 0.12
H -2.284 -10.400 -0.781 0.12
H 0.626 -9.996 0.056 0.13
H -0.129 -9.559 -1.482 0.13
O 13.513 3.029 -0.786 0.12
C 12.782 3.111 0.160 -0.48
O 11.864 4.105 0.266 0.02
C 11.180 4.030 1.527 -0.16
C 11.330 2.582 1.978 -0.15
C 12.689 2.215 1.384 -0.07
H 11.657 4.732 2.215 0.13
H 10.149 4.337 1.369 0.11
H 11.259 2.467 3.057 0.12
H 10.546 1.973 1.530 0.11
H 13.520 2.465 2.045 0.13
H 12.787 1.176 1.083 0.12
O 2.194 -7.049 4.286 0.12
C 3.352 -6.791 4.124 -0.49
O 3.789 -5.503 4.096 0.00
C 5.190 -5.449 3.781 -0.16
C 5.740 -6.821 4.164 -0.14
C 4.531 -7.719 3.900 -0.07
H 5.294 -5.250 2.711 0.12
H 5.624 -4.623 4.339 0.13
H 6.633 -7.087 3.605 0.12
H 5.986 -6.834 5.225 0.12
H 4.488 -8.066 2.865 0.13
H 4.451 -8.580 4.556 0.13
O -4.694 -2.582 2.976 0.12
C -4.515 -3.528 3.691 -0.47
O -5.137 -3.648 4.885 0.03
C -4.680 -4.814 5.586 -0.15
C -4.126 -5.740 4.505 -0.15
C -3.611 -4.733 3.477 -0.08
H -3.912 -4.504 6.297 0.13
H -5.525 -5.222 6.135 0.13
H -3.372 -6.427 4.881 0.12
H -4.937 -6.326 4.071 0.12
H -2.585 -4.422 3.682 0.12
H -3.673 -5.068 2.445 0.12
O -4.913 1.610 -8.991 0.12
C -5.003 0.758 -8.152 -0.49
O -5.412 1.034 -6.894 0.01
C -5.324 -0.138 -6.058 -0.16
C -5.368 -1.318 -7.025 -0.15
C -4.689 -0.726 -8.259 -0.08
H -4.394 -0.089 -5.493 0.08
H -6.155 -0.115 -5.361 0.12
H -4.884 -2.205 -6.622 0.11
H -6.403 -1.572 -7.259 0.12
H -3.603 -0.834 -8.227 0.13
H -5.047 -1.110 -9.210 0.12
O -3.862 8.726 -1.479 0.12
C -4.020 9.885 -1.218 -0.48
O -3.946 10.341 0.056 0.01
C -4.302 11.735 0.110 -0.15
C -4.049 12.270 -1.297 -0.14
C -4.351 11.036 -2.148 -0.07
H -5.351 11.806 0.403 0.13
H -3.688 12.200 0.878 0.13
H -4.656 13.141 -1.531 0.12
H -3.000 12.547 -1.403 0.12
H -5.409 10.958 -2.404 0.13
H -3.768 10.952 -3.061 0.13
```


> Which formula does entry 6 have?

C4H6INSe


Copy entry 5 word for word.
A cluster of 2 separate species, C4H11NO2 in total in a non-equilibrium geometry. Source: the OMol25 dataset; level of theory: ωB97M-V/def2-TZVPD.

Output
net charge = 0
2S+1 = 1
energy relative to the best compared isomer or geometry (same formula, charge and spin) = 40.72 kJ/mol
SMILES = CCNC(C)=O.O
energy = -9911.8199 eV

```
18
Properties=species:S:1:pos:R:3:nbo_charge:R:1
C -1.703 -0.608 0.445 -0.65
C -1.245 -0.168 -0.935 -0.23
N -0.072 0.684 -0.852 -0.61
C 1.180 0.283 -0.594 0.69
C 1.502 -1.213 -0.696 -0.72
O 2.046 1.047 -0.158 -0.66
H -2.465 -1.388 0.492 0.22
H -1.973 0.217 1.115 0.23
H -0.945 -1.006 1.142 0.22
H -0.993 -1.020 -1.570 0.20
H -2.095 0.307 -1.419 0.21
H -0.211 1.683 -0.781 0.41
H 1.356 -1.571 -1.718 0.22
H 2.558 -1.333 -0.489 0.25
H 0.824 -1.705 -0.005 0.23
O 0.412 1.794 2.073 -0.98
H 0.875 2.402 2.655 0.47
H 0.949 1.594 1.296 0.49
```


> Number 3 is which compound?

C4H4O2